Record 1
C19H21Cl2CrN5O5S2 as an isolated structure, computed with the ωB97M-V functional and the def2-TZVPD basis.

```
55
Properties=species:S:1:pos:R:3:mulliken_charge:R:1
Cr -0.5726 1.6955 0.1819 -0.262
Cl -3.3900 -2.0105 5.7745 -0.196
Cl 1.2362 0.3482 4.3552 -0.188
S -0.1094 1.4641 -3.9399 -0.010
S 1.1433 -0.6905 -1.4795 1.220
O 1.8683 -0.3723 -2.6860 -0.672
O 1.2122 2.5670 0.1766 -0.543
O -2.3512 0.9438 0.3041 -0.491
O 1.8663 -0.7588 -0.2375 -0.632
O -0.1526 0.8376 1.8225 0.319
N -0.0251 0.4362 -1.2882 0.302
N 3.3803 1.9885 0.0822 0.240
N -1.0604 3.4335 1.3134 -0.395
N -1.5742 -5.8402 -2.3361 -0.461
N -1.0043 2.3826 -1.7196 -0.198
C 4.5182 1.5154 -0.7047 -0.947
C -1.1516 -0.7687 4.8781 -0.537
C -1.5687 -3.4452 -2.5602 -0.855
C 0.8679 -3.3497 -1.2276 -0.649
C 3.4980 2.0636 1.5378 -0.986
C 2.2331 2.2053 -0.4845 -0.081
C -2.8602 0.2416 1.2088 -0.298
C -0.9094 0.2582 2.6933 0.208
C -0.9728 -4.6350 -2.1156 1.031
C 0.2542 -4.5645 -1.4417 -0.765
C 0.2665 -2.1774 -1.6814 0.033
C -3.0256 -0.8198 3.3842 -1.070
C -2.2542 -0.1007 2.4357 0.963
C -0.3913 -0.0928 3.9687 0.172
C -0.9529 -2.2303 -2.3489 -0.325
C -2.4800 -1.1436 4.5832 0.098
C -0.3635 1.3464 -2.2424 0.523
C -0.9708 2.9703 -3.9266 -0.532
C -1.3512 3.3083 -2.6831 -0.500
H -1.8904 4.2010 -2.4074 0.405
H 2.2016 2.0760 -1.5677 0.639
H 3.1494 3.0301 1.8933 0.273
H -0.9193 3.2495 2.3025 0.228
H -3.8686 -0.1330 1.0136 0.385
H -2.4693 -5.8969 -2.7836 0.185
H 4.2003 1.3418 -1.7299 0.348
H -0.7271 -1.0249 5.8400 0.475
H -0.3928 4.1536 1.0495 0.356
H -2.5216 -3.4843 -3.0738 0.305
H 4.5438 1.9346 1.8004 0.445
H 4.8678 0.5747 -0.2840 0.368
H 0.7207 -5.4746 -1.0848 0.305
H -1.1773 -6.6892 -1.9811 0.185
H 5.3229 2.2483 -0.6816 0.359
H -1.1280 3.5228 -4.8380 0.463
H -1.4330 -1.3237 -2.6973 0.276
H -1.9929 3.8142 1.1884 0.271
H -4.0449 -1.0998 3.1499 0.449
H 1.8098 -3.3039 -0.6975 0.465
H 2.8964 1.2773 1.9925 0.301
```

Values from the calculation:
Net charge = +1
Max |F| = 0.45 eV Å⁻¹
Electronic energy = -4147.71693 a.u.
Multiplicity = 2
Expectation value of S² = 0.76

Record 2
C48H46CdN7OS3Te as an isolated structure, computed with the ωB97M-V functional and the def2-TZVPD basis.

```
107
Properties=species:S:1:pos:R:3:mulliken_charge:R:1
Te -2.3297 -2.2552 0.6036 0.938
Cd -0.2661 0.5904 0.1961 2.792
S -0.0052 3.1532 -0.0688 -0.458
S 1.0465 -2.5781 1.2920 -0.032
S 2.1700 0.6978 -0.4506 -0.501
O -2.4533 0.6437 -0.0167 -1.294
N 3.6372 -2.3567 0.9646 0.162
N -3.8957 -1.1728 0.0908 -0.841
N 1.4723 3.7033 2.0984 0.430
N -1.7588 -0.8897 3.8271 -0.504
N -0.2360 0.4432 2.4488 -0.383
N 3.5670 2.0424 1.3695 0.240
N -1.5663 -1.4212 6.2314 -0.686
C -4.2159 -4.6075 -0.0744 1.148
C 2.3807 1.9828 0.6950 0.484
C 2.5108 3.3988 3.0625 -0.767
C -0.5813 -3.0587 -3.8895 -0.734
C 0.5158 4.7223 2.4989 -1.629
C 1.8191 8.1427 3.5239 -0.605
C 4.8180 -2.1948 0.3222 -0.510
C -4.6961 -6.4432 1.4484 0.588
C -1.6309 -1.1224 5.1159 0.576
C 5.5257 -1.0351 4.4474 -0.707
C 1.1338 6.0967 2.4486 0.715
C 1.3600 2.9520 0.9700 -0.259
C -5.6159 3.2217 -0.7473 -0.711
C 4.5502 0.9690 1.3609 -2.065
C -0.9549 -0.1746 3.1375 0.178
C 2.3015 8.6225 2.3182 -0.389
C 2.2008 7.8406 1.1739 -0.679
C -1.2099 -1.8638 -3.5745 -0.827
C -0.4593 -4.0497 -2.9299 -0.669
C -6.9106 2.7239 -0.7609 -0.335
C -3.6043 0.0978 -0.0473 -0.201
C -1.7198 -1.6778 -2.2977 -0.795
C -3.8370 -5.8810 2.3798 -0.984
C -4.4124 -4.0226 -1.4438 -1.549
C 2.4284 -2.5008 0.3508 -0.134
C -3.1575 -4.6928 2.1275 0.786
C 3.1647 -1.2825 4.0812 -0.561
C -4.7706 1.0143 -0.2978 0.469
C -7.1367 1.3728 -0.5417 -0.722
C -2.2447 -4.1497 3.1906 -1.407
C -4.5461 2.3706 -0.5161 -0.309
C 3.6480 -2.3728 -1.7372 -0.129
C 4.3057 -1.5771 4.8187 -0.641
C -0.7909 -4.9989 -0.6445 -1.739
C 4.8642 -2.1996 -1.0349 -0.715
C 3.2465 -0.4497 2.9771 -0.777
C -0.9396 -3.8785 -1.6326 0.815
C 1.6209 6.5860 1.2384 -0.208
C -5.4381 -7.7143 1.7443 -1.602
C 3.7930 3.1219 2.3103 -0.820
C 5.6081 -0.2014 3.3387 -0.193
C 2.4702 -2.5196 -1.0712 -0.436
C -6.0711 0.5197 -0.3102 -0.340
C -4.8647 -5.7979 0.2308 -0.916
C 1.2390 6.8824 3.5871 -0.330
C -1.5756 -2.6730 -1.3361 1.050
C -3.3734 -4.0590 0.9013 0.186
C 4.4746 0.0920 2.5925 1.231
H 4.5842 2.8204 2.9970 0.448
H 2.2072 -1.7022 4.3619 0.547
H 0.8609 6.5076 4.5309 0.365
H -7.7453 3.3897 -0.9387 0.379
H -1.6516 -5.6701 -0.6894 0.306
H 0.1056 -5.5774 -0.8690 0.561
H -1.2955 -3.7798 2.7921 0.171
H 2.5714 8.2146 0.2288 0.397
H -0.1892 -3.2226 -4.8838 0.399
H -8.1465 0.9845 -0.5476 0.400
H 0.1715 4.4959 3.5136 0.421
H 6.4144 -1.2531 5.0245 0.418
H -3.5324 2.7453 -0.4938 0.538
H 2.7542 9.6033 2.2663 0.374
H -3.6829 -6.3759 3.3306 0.342
H 6.5629 0.2248 3.0523 0.427
H -5.4380 4.2758 -0.9142 0.408
H 4.2391 -2.2222 5.6843 0.423
H 3.6057 -2.2900 1.9762 0.208
H -0.6926 -4.6387 0.3783 0.143
H 5.8033 -2.0701 -1.5485 0.453
H 4.1139 4.0256 1.7797 0.390
H -2.7116 -3.3254 3.7315 0.312
H 5.5463 1.4105 1.2634 0.365
H -5.0418 -8.2060 2.6307 0.369
H -2.2444 -0.7608 -2.0645 0.578
H 3.6524 -2.3721 -2.8190 0.437
H 2.6315 4.2566 3.7249 0.434
H -3.6121 -4.3429 -2.1157 0.245
H 0.0281 -4.9840 -3.1829 0.452
H -4.4286 -2.9372 -1.4267 0.142
H 1.5325 -2.6289 -1.5959 0.255
H -6.2320 -0.5336 -0.1309 0.476
H -5.5211 -6.2340 -0.5137 0.439
H 2.3514 -0.2324 2.4080 0.722
H 1.8947 8.7463 4.4182 0.375
H -1.3131 -1.0817 -4.3139 0.446
H -6.4953 -7.5079 1.9193 0.321
H -0.3413 4.6559 1.8321 0.468
H 4.3701 0.3650 0.4737 0.377
H -5.3747 -8.4094 0.9070 0.371
H -5.3552 -4.3750 -1.8596 0.519
H -2.0106 -4.9307 3.9120 0.450
H 2.2256 2.5237 3.6603 0.273
H 5.6819 -2.0601 0.9567 0.526
H 1.5369 5.9743 0.3480 0.434
```

Values from the calculation:
Net charge = 0
Max |F| = 0.55 eV Å⁻¹
Electronic energy = -3945.56839 a.u.
Multiplicity = 2
Expectation value of S² = 0.75

Record 3
C3H5F as an isolated structure in a non-equilibrium geometry, computed with the ωB97M-V functional and the def2-TZVPD basis.

```
9
Properties=species:S:1:pos:R:3:mulliken_charge:R:1
F 2.1207 0.8253 0.0172 -0.249
C 1.0669 -0.0495 -0.0408 0.377
C 1.1756 -1.3568 0.0282 -0.807
C -0.4847 1.1605 -0.0031 -0.775
H -0.1719 1.9461 -0.5916 0.325
H -0.8035 1.1388 1.0674 0.266
H -1.3462 0.6332 -0.6207 0.247
H 2.0714 -1.7977 -0.0823 0.326
H 0.3440 -1.9050 0.1312 0.288
```

Values from the calculation:
Net charge = 0
Max |F| = 6.83 eV Å⁻¹
Electronic energy = -217.06180 a.u.